Entry from OMol25: a 2-piece molecular cluster, C2H2I2S overall in a non-equilibrium geometry (wB97M-V/def2-TZVPD).

The geometry in ORCA input format:
```
! wB97M-V def2-TZVPD RIJCOSX def2/J DEFGRID3
* xyz 0 1
C 0.16639 -0.74720 1.10941
C -0.56606 -0.46936 -0.10109
S -1.03268 -1.97468 0.96870
I -0.69049 2.51400 1.41456
I 0.52865 -1.05333 -1.97340
H 1.07241 -0.51945 1.73675
H -1.14970 0.30674 -0.27620
*
```

- energy above the lowest of the compared OMol25 structures with the same formula, charge and spin (kcal per mole) = 56.2
- frontier orbital gap (alpha / beta) (eV) = 8.13 / 5.07
- energy (hartree) = -1070.8506
- HOMO level (alpha / beta) (Ha) = -0.355 / -0.299